Formula: C47H48IrN6O3S3
Source: the Open Molecules 2025 dataset
Level of theory: the ωB97M-V functional and the def2-TZVPD basis

Each line ends with the Mulliken spin population.
CARTESIAN COORDINATES (ANGSTROEM)
Ir -0.009014 -0.305907 0.176729  -0.077
C 0.395892 -3.579738 -2.977048  -0.002
C 0.035754 -2.438135 -2.088237  0.020
N 0.391400 -2.296076 -0.864712  -0.044
N 1.179411 -3.201276 -0.225331  0.003
C 1.364969 -3.104244 1.094261  -0.002
N 2.138303 -3.987136 1.693744  0.002
S 0.574967 -1.896790 2.000193  -0.005
C -0.820148 -1.351344 -2.580184  -0.018
C -1.331677 -1.300169 -3.860454  0.002
C -2.176164 -0.250723 -4.213110  -0.002
C -2.498285 0.707540 -3.269896  0.005
C -1.946000 0.599185 -2.001872  0.000
N -1.128541 -0.400536 -1.675041  0.066
H 0.800495 -4.436974 -2.445099  0.000
H 1.129516 -3.261738 -3.722323  0.000
H -0.484262 -3.926053 -3.517817  0.000
H 1.604940 -3.954829 -0.749893  -0.001
H 2.580570 -4.758773 1.212915  0.000
H 2.246891 -3.959866 2.697030  0.001
H -1.083706 -2.057529 -4.590092  0.000
H -2.584973 -0.202169 -5.213792  0.000
H -3.157913 1.529949 -3.507676  0.000
H -2.164244 1.312271 -1.218487  0.001
C 8.770526 0.619235 -0.954139  0.000
C 7.291851 0.732798 -0.756086  0.003
C 6.510561 1.554491 -1.567884  0.000
C 5.143818 1.659562 -1.369116  0.000
C 4.551714 0.934718 -0.341656  0.001
C 5.301931 0.089500 0.474062  0.006
C 6.660661 -0.001449 0.260264  0.001
S 2.807097 1.155853 -0.165991  -0.004
O 2.193881 -0.252738 -0.012002  -0.017
C 2.816387 1.778309 1.535871  0.007
C 2.723826 0.917850 2.614286  0.098
C 2.652062 1.439228 3.906420  0.098
C 2.621416 2.822361 4.120023  -0.058
C 2.430634 3.366091 5.412745  0.241
C 2.272222 4.744315 5.594264  0.057
C 2.343557 5.600847 4.511114  0.025
C 2.591382 5.095604 3.228575  0.220
C 2.716437 3.704839 3.012274  0.083
C 2.839234 3.170471 1.711693  0.101
C 2.899516 4.024824 0.502115  0.015
C 4.091626 4.688292 0.118107  -0.018
C 5.277184 4.648020 0.895425  0.009
C 6.405819 5.282781 0.465179  0.001
C 6.419058 5.970342 -0.769793  0.002
C 5.290970 6.030729 -1.535906  0.000
C 4.095969 5.400293 -1.114670  0.003
C 2.919985 5.448140 -1.898253  0.000
C 1.768241 4.830875 -1.495291  0.006
C 1.765298 4.102501 -0.294993  0.007
S 0.301574 3.258482 0.351096  0.039
O 0.307613 1.888483 -0.367001  0.032
C -1.004116 4.210587 -0.366056  -0.006
C -1.519631 3.961653 -1.631139  -0.001
C -2.613250 4.691009 -2.061700  0.000
C -3.232033 5.635717 -1.235382  0.000
C -4.462837 6.362000 -1.680443  0.000
C -2.683818 5.873474 0.026839  0.001
C -1.580150 5.163126 0.467147  0.005
H 9.094516 1.063597 -1.891622  0.000
H 9.087455 -0.422894 -0.914276  0.000
H 9.296579 1.122182 -0.138899  0.000
H 6.970760 2.101352 -2.380753  0.000
H 4.538605 2.286025 -2.014832  0.000
H 4.829465 -0.492235 1.255951  -0.001
H 7.253850 -0.657426 0.885403  0.000
H 2.706948 -0.150720 2.447093  0.030
H 2.596868 0.772313 4.758671  -0.002
H 2.400897 2.697993 6.265500  0.001
H 2.089690 5.142598 6.583670  0.005
H 2.202799 6.663732 4.656904  0.001
H 2.673410 5.767194 2.382201  0.041
H 5.279772 4.123161 1.843345  0.000
H 7.297576 5.269915 1.077770  0.000
H 7.328802 6.450388 -1.104050  0.000
H 5.299315 6.559192 -2.480875  0.000
H 2.939982 5.990537 -2.835277  0.000
H 0.872910 4.905035 -2.096562  0.001
H -1.060132 3.213366 -2.265791  0.001
H -3.003118 4.538168 -3.061068  0.000
H -5.108033 5.735888 -2.294353  0.000
H -4.187838 7.220862 -2.298935  0.000
H -5.027117 6.752136 -0.836342  0.000
H -3.142136 6.607448 0.677294  0.000
H -1.167987 5.340099 1.454869  0.002
C -2.944424 -1.674706 3.735435  0.000
N -2.809605 -1.200691 2.360726  0.000
C -2.737947 -2.233843 1.335952  0.001
C -2.601189 0.097447 2.038747  -0.001
O -1.794535 0.455766 1.104662  0.020
N -3.273921 1.041008 2.696789  -0.001
C -2.969157 2.450041 2.464001  -0.001
C -4.516195 0.798456 3.430315  0.000
H -2.193644 -2.447072 3.914607  0.000
H -3.921381 -2.122885 3.921227  0.000
H -2.777488 -0.867097 4.441348  0.000
H -3.736494 -2.635008 1.150086  0.000
H -2.099996 -3.056024 1.661048  0.000
H -2.350579 -1.824110 0.406829  0.002
H -1.993482 2.546429 2.001146  -0.002
H -2.984007 2.984202 3.413704  0.000
H -3.718286 2.896965 1.807490  0.000
H -4.943839 -0.166530 3.180065  0.000
H -5.234930 1.569771 3.157148  0.000
H -4.361737 0.854413 4.507843  0.000

Cartesian forces, eV/Å:
Ir 0.580 -1.426 -0.756
C 0.055 -0.037 0.009
C -0.018 -0.112 -0.224
N -0.269 1.279 0.962
N 0.271 -0.338 -0.275
C -0.021 0.232 0.126
N 0.024 -0.136 0.044
S -0.167 1.104 0.407
C -0.040 -0.094 -0.039
C -0.054 0.013 -0.051
C -0.048 0.008 -0.023
C 0.038 -0.153 -0.025
C -0.172 -0.053 -0.047
N 0.481 1.524 0.777
H -0.024 -0.022 -0.023
H 0.012 0.035 0.029
H -0.020 -0.006 0.040
H -0.033 0.076 -0.098
H -0.084 -0.031 -0.021
H 0.010 0.059 -0.008
H 0.005 -0.034 0.037
H 0.018 0.015 -0.005
H -0.030 -0.008 0.042
H 0.063 -0.002 -0.022
C 0.052 -0.018 0.152
C -0.072 0.005 -0.058
C 0.039 -0.008 0.016
C -0.110 -0.010 -0.090
C -0.285 -0.210 -0.078
C 0.070 0.041 0.063
C -0.048 -0.035 0.045
S 1.144 0.248 0.049
O -1.058 -0.600 -0.132
C -0.218 -0.025 0.069
C 0.086 0.001 -0.111
C 0.034 0.054 0.150
C -0.025 0.005 -0.028
C 0.075 -0.076 -0.034
C -0.002 0.082 0.032
C -0.003 -0.013 0.073
C 0.047 -0.127 -0.067
C -0.003 -0.042 -0.085
C 0.055 0.100 0.012
C -0.451 0.126 -0.176
C 0.019 0.017 -0.095
C -0.024 -0.016 0.073
C -0.003 -0.003 0.056
C -0.040 -0.010 -0.013
C 0.059 0.029 -0.072
C 0.019 -0.106 0.063
C 0.005 -0.030 0.010
C -0.111 -0.055 -0.159
C 0.055 -0.086 0.490
S 0.065 0.548 -0.341
O -0.676 -0.853 0.158
C -0.199 -0.217 0.308
C 0.152 -0.005 -0.105
C -0.038 0.022 -0.026
C -0.034 -0.069 0.132
C 0.086 0.255 -0.189
C 0.019 -0.026 -0.043
C 0.077 -0.003 0.025
H -0.003 -0.032 -0.017
H -0.009 -0.006 -0.103
H -0.023 0.058 -0.024
H 0.027 0.020 0.030
H 0.025 0.019 0.001
H 0.032 -0.003 0.008
H 0.017 0.007 -0.012
H -0.056 0.006 0.043
H -0.002 -0.026 -0.024
H -0.048 0.029 0.017
H 0.035 -0.041 0.020
H 0.075 0.013 -0.034
H -0.028 0.042 0.033
H 0.051 -0.026 -0.018
H 0.019 -0.029 -0.031
H -0.009 0.027 0.017
H -0.021 0.022 0.013
H -0.014 0.036 0.021
H 0.002 0.020 0.024
H 0.004 0.061 -0.035
H -0.025 -0.069 0.021
H -0.009 -0.059 0.071
H 0.034 -0.009 0.012
H -0.032 -0.071 0.011
H 0.003 0.001 -0.002
H -0.073 0.015 0.023
C -0.180 -0.129 0.103
N 0.522 0.065 -0.277
C -0.225 -0.087 0.003
C -0.298 -0.720 0.563
O 0.629 -0.322 -1.184
N 0.254 0.265 -0.289
C 0.033 0.040 0.105
C -0.170 -0.014 0.131
H 0.043 0.044 -0.050
H -0.025 0.070 -0.008
H -0.019 0.023 -0.021
H 0.008 -0.010 0.001
H 0.039 0.053 0.023
H -0.061 -0.015 -0.005
H 0.018 0.023 0.060
H -0.003 -0.024 0.011
H 0.005 -0.032 -0.023
H 0.049 -0.010 -0.064
H 0.036 0.005 -0.064
H 0.043 -0.010 -0.012

Computed properties:
E_LUMO (spin up / spin down): -11.0 / -13.1 eV
Kohn-Sham gap (spin up / spin down): 6.1 / 3.9 eV
net charge: +4
multiplicity: 2
⟨S²⟩: 0.985

Formula: C19H10Cl5HgN3O8
Source: the Open Molecules 2025 dataset
Level of theory: the ωB97M-V functional and the def2-TZVPD basis

Each line ends with the Mulliken spin population.
CARTESIAN COORDINATES (ANGSTROEM)
Hg 0.614525 -0.492021 -0.528796  0.007
O 0.245545 4.186153 -0.655882  0.024
C 0.163784 2.834939 -0.414481  0.067
O 1.205005 2.191957 -0.267455  0.129
C -1.164949 2.318953 -0.409717  0.274
C -2.297362 3.170112 -0.543558  0.018
C -3.551658 2.651247 -0.499086  0.092
C -3.705829 1.243445 -0.340030  0.190
C -2.570017 0.468803 -0.247751  -0.031
N -1.328624 0.950781 -0.267062  0.228
C -2.641592 -1.036300 -0.111264  -0.032
O -3.854068 -1.608773 -0.240726  0.005
O -1.687220 -1.733159 0.095095  -0.007
H 1.194904 4.363685 -0.664303  0.000
H -2.133751 4.230148 -0.672635  0.016
H -4.421828 3.288903 -0.588274  0.013
H -4.704427 0.830785 -0.281830  0.012
H -4.505820 -0.939263 -0.474961  0.001
C -0.068293 1.376834 3.012449  -0.022
C 0.370668 -0.041614 2.938382  -0.004
N 0.667583 -0.717506 1.849092  -0.003
C 1.007621 -1.995048 2.241159  -0.001
C 0.919273 -2.078403 3.604426  0.000
N 0.511523 -0.835892 4.016796  0.000
C 1.149011 -3.116495 4.643819  0.000
O 1.549110 -4.288545 4.241364  0.000
O 0.962492 -2.818702 5.810834  0.000
C 1.401324 -3.040606 1.235056  0.000
O 1.638759 -4.191968 1.678245  0.000
O 1.459236 -2.674398 0.046481  0.000
H -0.160233 1.773628 2.007864  0.018
H 0.659509 1.979570 3.558552  -0.001
H -1.033196 1.457860 3.516296  -0.001
H 0.370740 -0.608871 4.988192  0.000
H 1.673097 -4.301163 3.202124  0.000
Cl -1.181099 -0.466836 -3.469108  0.002
C 0.545887 -0.355621 -3.682343  0.002
C 1.354260 -0.364353 -2.560668  0.001
C 2.725104 -0.274623 -2.776874  0.000
Cl 3.795505 -0.246857 -1.411060  0.000
C 3.274659 -0.191665 -4.054172  0.000
Cl 4.983017 -0.084254 -4.282677  0.000
C 2.429205 -0.190261 -5.161934  0.000
Cl 3.085580 -0.087861 -6.754736  0.000
C 1.052484 -0.271507 -4.977924  0.000
Cl 0.000561 -0.265252 -6.346923  0.000

Cartesian forces, eV/Å:
Hg 0.039 0.254 -0.124
O -0.006 0.026 0.100
C -0.021 -0.103 -0.303
O 0.044 -0.086 0.175
C -0.127 0.052 0.030
C 0.049 -0.037 0.019
C -0.019 0.015 -0.022
C -0.103 -0.004 -0.011
C 0.071 -0.080 0.029
N -0.057 0.150 0.087
C -0.041 0.043 -0.083
O -0.017 -0.011 0.030
O 0.064 -0.015 0.002
H 0.015 0.004 0.007
H -0.004 0.006 0.001
H 0.023 -0.011 -0.003
H 0.001 0.002 0.031
H -0.002 0.031 -0.023
C 0.041 -0.020 0.013
C -0.067 0.072 -0.025
N 0.174 -0.321 -0.217
C 0.000 0.160 0.052
C -0.013 -0.066 -0.090
N 0.009 0.085 0.087
C -0.022 0.250 0.021
O 0.237 -0.119 -0.436
O -0.010 -0.082 -0.071
C 0.001 -0.127 -0.093
O 0.163 0.072 0.385
O -0.016 -0.173 0.075
H -0.007 0.023 -0.076
H -0.009 -0.004 0.005
H 0.012 0.002 -0.014
H -0.017 0.002 0.016
H -0.349 0.029 0.108
Cl 0.056 0.004 -0.014
C -0.184 -0.055 0.027
C 0.182 -0.006 0.307
C 0.001 0.042 -0.016
Cl -0.063 -0.020 -0.016
C 0.003 0.014 -0.012
Cl -0.036 -0.004 -0.003
C -0.006 -0.010 0.021
Cl -0.008 0.001 0.022
C 0.009 0.016 -0.015
Cl 0.013 0.000 0.017

Computed properties:
E_LUMO (spin up / spin down): 2.3 / 2.3 eV
Kohn-Sham gap (spin up / spin down): 5.7 / 8.6 eV
net charge: -1
multiplicity: 2
⟨S²⟩: 0.764

Formula: C9H8N2
Source: the Open Molecules 2025 dataset
Level of theory: the ωB97M-V functional and the def2-TZVPD basis

Each line ends with the natural charge from an NBO analysis.
CARTESIAN COORDINATES (ANGSTROEM)
N -0.781678 0.810995 3.270839  -0.867
C -0.690223 0.427185 1.921191  0.160
C -1.539913 -0.688102 1.484738  -0.250
C -1.326585 -1.072866 0.117363  -0.155
C -0.329355 -0.339490 -0.659309  -0.025
C -0.130876 -1.065229 -1.995406  -0.211
C 0.966498 -0.754186 -2.826483  -0.020
N 1.796315 0.158767 -2.230182  -0.419
C 1.520109 0.802616 -1.025677  0.069
C 0.495914 0.676099 -0.173950  -0.120
C 0.318631 1.046910 1.221363  -0.255
H -1.795102 0.374352 3.610219  0.382
H 0.063737 1.049379 4.020523  0.434
H -2.344832 -0.934221 2.210250  0.219
H -1.886901 -1.929082 -0.482924  0.229
H -1.104662 -1.513003 -2.307406  0.206
H 1.085402 -1.399535 -3.746418  0.219
H 2.197531 1.573312 -0.776852  0.182
H 0.977169 1.792837 1.805033  0.222

Cartesian forces, eV/Å:
N -2.552 -1.006 3.089
C 1.507 -0.094 1.319
C 0.884 1.328 -2.840
C -1.313 0.405 1.396
C -1.685 -4.310 -2.172
C -0.944 2.724 0.929
C -2.052 -0.435 3.449
N 0.177 1.058 0.820
C 2.949 -0.073 -4.773
C -2.452 -2.568 2.354
C 0.559 0.635 -0.828
H 4.145 1.768 0.023
H -3.295 -1.235 -3.114
H 0.687 -0.604 -0.947
H 1.074 1.926 1.860
H 1.361 -0.412 0.010
H 0.695 1.546 0.899
H 1.350 0.553 -0.087
H -1.097 -1.206 -1.389

Computed properties:
E_LUMO: 0.0 eV
Kohn-Sham gap: 8.0 eV
SMILES string: Nc1ccc2ccncc2c1

Computed energy relative to the best compared isomer or geometry (same formula, charge and spin) (kJ/mol) in order:
223.3, 33.6, 370.1